1.
# C4H8ClN

C4H8ClN as an isolated structure (the ωB97M-V functional and the def2-TZVPD basis, the Open Molecules 2025 dataset).

Computed properties:
gap between HOMO and LUMO: 10.7 eV
LUMO energy: 0.83 eV
net charge: 0
energy: -18286.3896 eV

Geometry (Å):
C: 0.54899 -1.00193 0.06305
C: -0.22484 0.33877 -0.03272
C: 0.16737 1.40574 -0.56357
C: -1.58653 0.36200 0.54309
H: 2.14721 -0.02172 0.25263
H: 2.19345 -1.65887 -0.34185
H: -0.02456 -2.22870 -0.28537
H: 0.45580 -1.11026 1.29704
H: 1.08551 1.04487 -1.10949
H: -0.24246 2.43617 -0.76560
H: -1.68132 0.29136 1.67856
H: -1.97864 1.42274 0.34795
N: 1.87593 -0.69436 -0.54961
Cl: -2.73590 -0.58581 -0.53411

Forces on the atoms, in the same order (eV/Å):
-2.9 -0.8 1.6
-4.1 -4.9 2.3
4.2 3.3 -4.2
-2.0 2.6 0.7
0.8 -1.5 -1.9
1.6 1.0 -0.4
1.7 4.4 0.5
1.0 -0.2 -2.8
-0.3 1.9 0.1
0.2 -1.6 0.7
-0.2 -1.0 -1.6
0.5 -1.5 0.5
-1.0 -1.6 3.4
0.4 -0.1 1.1


2.
# C5H8O

One molecule with the formula C5H8O (the ωB97M-V functional and the def2-TZVPD basis, the Open Molecules 2025 dataset).

Computed properties:
gap between HOMO and LUMO: 10.6 eV
LUMO energy: 1.10 eV
net charge: 0
structure (SMILES): O[C@@H]1C=CCC1
energy: -7361.4790 eV

Geometry (Å):
O: -1.69546 0.29749 1.48304
C: -0.92929 0.52101 0.30751
C: -0.92319 -0.68711 -0.60543
C: 0.30944 -1.00788 -1.00126
C: 1.30849 0.04997 -0.57332
C: 0.57408 0.72374 0.59993
H: -1.40401 -0.55990 1.83092
H: -1.37209 1.40280 -0.18366
H: -1.83765 -1.21541 -0.86464
H: 0.56229 -1.88889 -1.58851
H: 1.46590 0.76572 -1.39667
H: 2.29466 -0.33567 -0.29498
H: 0.85298 1.76957 0.76642
H: 0.79386 0.16455 1.52065

Forces on the atoms, in the same order (eV/Å):
0.0 -0.2 0.0
0.2 0.0 -0.3
0.2 -0.1 0.0
-0.2 0.1 0.0
0.0 0.0 0.0
0.0 0.0 0.0
-0.2 0.3 0.0
0.1 -0.2 0.2
0.2 0.0 0.1
0.0 0.3 0.0
0.0 -0.2 0.2
-0.2 0.0 0.0
-0.1 -0.2 -0.1
0.0 0.2 -0.1


3.
# C4H4N2O3

A 3-piece molecular cluster, C4H4N2O3 overall (the ωB97M-V functional and the def2-TZVPD basis, the Open Molecules 2025 dataset).

Computed properties:
gap between HOMO and LUMO (spin up / spin down): 8.0 / 7.9 eV
LUMO energy (spin up / spin down): -0.72 / -0.78 eV
net charge: 0
energy: -13331.2994 eV

Geometry (Å):
C: 0.85537 0.74131 -0.54855
C: 0.35734 1.80889 -0.04275
C: -2.60225 0.12179 1.01251
C: 1.22723 -0.37119 -1.35867
N: 0.20567 -1.30224 1.22352
N: 0.13498 -0.14673 1.39548
O: -2.57156 0.59534 2.04286
O: 0.04933 2.86803 0.37243
O: -2.54448 -0.46680 0.01840
H: 2.14175 -0.18873 -1.78789
H: 0.60218 -0.69152 -2.18736
H: 1.36829 -1.25938 -0.61231
H: 0.77616 -1.70877 0.47232

Forces on the atoms, in the same order (eV/Å):
-1.2 0.1 2.1
0.8 0.2 -1.1
0.4 -1.5 -1.4
-1.4 -0.5 1.2
-0.6 1.7 2.5
0.5 -1.2 -1.9
-0.4 1.5 2.2
-0.3 -0.6 0.2
-0.3 0.0 -0.8
2.6 0.1 -0.8
-0.7 -0.1 0.3
0.1 0.6 -1.2
0.4 -0.5 -1.3


4.
# C33H69AsF7O18S5

C33H69AsF7O18S5 as an isolated structure (the ωB97M-V functional and the def2-TZVPD basis, the Open Molecules 2025 dataset).

Computed properties:
gap between HOMO and LUMO: 9.3 eV
LUMO energy: 1.49 eV
net charge: -1
energy: -206228.4451 eV

Geometry (Å):
As: 0.90849 0.49388 -1.14126
F: 1.41352 2.23288 -1.13991
F: 0.36366 0.70146 0.59445
F: 0.33468 -1.28208 -1.20116
F: 1.18096 0.46140 -2.92502
F: 2.48337 -0.07556 -0.61548
F: -0.81479 0.91613 -1.59467
C: 10.84989 -0.58990 -0.20228
C: 9.53305 -1.04991 -0.81075
C: 9.18436 -2.25866 0.00447
O: 10.15077 -2.25041 1.05166
C: 10.63861 -0.85571 1.20587
H: 11.09333 0.46514 -0.32769
H: 11.70588 -1.01458 -0.72672
H: 9.65431 -1.23873 -1.87740
H: 8.76148 -0.28983 -0.68795
H: 9.35003 -3.09642 -0.67289
H: 8.18459 -2.08728 0.40343
H: 11.50049 -0.90044 1.87164
H: 9.98170 -0.19018 1.76592
C: -1.12389 4.84748 8.20374
C: -1.71726 6.05096 8.93802
C: -2.92029 6.41891 8.07543
O: -2.62299 6.07807 6.73595
C: -1.31465 5.44405 6.76063
H: -1.64820 3.90622 8.36873
H: -0.09816 4.62848 8.50044
H: -1.09115 6.94060 9.00616
H: -1.90262 5.72226 9.96061
H: -3.02814 7.49177 8.23499
H: -3.75298 5.80022 8.41003
H: -0.64735 6.24743 6.44854
H: -1.12849 4.80099 5.90045
C: -2.95215 -5.27210 -7.85855
C: -1.82360 -4.37448 -7.73361
C: -0.85113 -4.97753 -6.71049
O: -1.40298 -6.27814 -6.58674
C: -2.82401 -6.20351 -6.64708
H: -2.87974 -5.87366 -8.76464
H: -3.95116 -4.88321 -8.05559
H: -2.20869 -3.37617 -7.52576
H: -1.28890 -4.39318 -8.68326
H: -0.83415 -4.47793 -5.74188
H: 0.14965 -5.06128 -7.13422
H: -3.28110 -6.03270 -5.67241
H: -3.34108 -7.13662 -6.87072
O: -4.12802 9.14415 -1.21062
S: -3.49199 8.16286 -2.12605
O: -4.21626 7.38568 -3.14717
O: -2.29983 8.95282 -2.94758
C: -1.56155 9.91522 -2.26889
C: -0.65528 10.69171 -3.23316
C: -2.70004 6.94874 -1.02433
H: -1.08556 9.48208 -1.38917
H: -2.29726 10.63571 -1.91150
H: 0.06499 9.98963 -3.65313
H: -0.07661 11.36869 -2.60474
H: -1.15417 11.07462 -4.12344
H: -2.18276 7.54251 -0.27069
H: -2.02863 6.48554 -1.74734
H: -3.45128 6.17172 -0.88297
O: -0.50059 -8.90453 5.03715
S: 0.67605 -9.50005 4.38004
O: 1.15931 -10.86941 4.68750
O: 0.35736 -9.44056 2.75298
C: 0.13679 -8.22416 2.08234
C: -0.26831 -8.59585 0.62214
C: 2.09013 -8.37414 4.67565
H: 1.01761 -7.58380 2.12927
H: -0.67477 -7.67408 2.55869
H: 0.63414 -8.98794 0.15314
H: -0.63575 -7.69031 0.13935
H: -0.97138 -9.42430 0.53581
H: 2.90878 -8.79805 4.09410
H: 2.17728 -8.49284 5.75566
H: 1.73466 -7.35708 4.51025
O: -8.59802 -2.88587 -0.89064
S: -7.85797 -2.96401 -2.17306
O: -7.97929 -4.14706 -3.04166
O: -8.26961 -1.49636 -2.94593
C: -7.47361 -1.02743 -4.02071
C: -8.48014 -0.85880 -5.20860
C: -6.05664 -2.56349 -1.90100
H: -6.79325 -1.78452 -4.41063
H: -6.86439 -0.18958 -3.68167
H: -8.91181 -1.80301 -5.54061
H: -7.96933 -0.42912 -6.07031
H: -9.32140 -0.23836 -4.89967
H: -5.77374 -3.22378 -1.08120
H: -5.97032 -1.51185 -1.62770
H: -5.56632 -2.66268 -2.86943
O: 3.84136 -1.32271 8.35051
S: 5.17206 -1.35747 7.74139
O: 6.24390 -0.65698 8.43603
O: 5.55352 -2.90822 7.47755
C: 6.85679 -3.20463 7.02010
C: 7.48498 -4.11957 8.08409
C: 4.98442 -0.73655 5.99228
H: 7.43187 -2.27967 6.97741
H: 6.83227 -3.58359 5.99840
H: 8.51573 -4.38277 7.84661
H: 6.99063 -5.09051 8.05248
H: 7.41299 -3.72267 9.09670
H: 4.21632 -1.30977 5.47309
H: 5.96675 -0.95168 5.57178
H: 4.80683 0.33885 6.00045
O: 2.48463 4.10288 -11.15282
S: 2.35172 4.86829 -9.95031
O: 3.49585 5.26038 -9.15039
O: 1.22267 6.14955 -10.26934
C: 1.21158 7.19094 -9.34514
C: -0.19290 7.79106 -9.32324
C: 1.26061 4.00392 -8.74840
H: 1.97893 7.87129 -9.71448
H: 1.51753 6.94746 -8.32770
H: -0.92377 6.98291 -9.35202
H: -0.18964 8.28268 -10.29607
H: -0.40023 8.58997 -8.61129
H: 1.48463 2.94664 -8.89012
H: 0.19492 4.22403 -8.81134
H: 1.71684 4.22030 -7.78242
F: -7.06423 -0.51656 4.41456
C: -6.08937 -1.22379 5.05392
C: -6.51780 -2.35907 5.71360
C: -5.62116 -3.17298 6.41073
C: -4.23110 -2.85441 6.34138
C: -3.83585 -1.73217 5.55844
C: -4.76417 -0.94696 4.93079
H: -7.56092 -2.62325 5.62136
H: -5.97316 -4.05417 6.92647
H: -3.43789 -3.36051 6.87156
H: -2.76225 -1.62360 5.51369
H: -4.33032 -0.05370 4.50623

Forces on the atoms, in the same order (eV/Å):
-2.9 -0.1 -0.2
-0.3 -1.9 0.0
0.9 -0.5 -1.9
1.0 2.3 0.2
0.5 -0.2 1.9
-0.9 0.6 -0.6
1.7 -0.1 0.6
0.6 2.7 -1.8
0.2 1.5 -1.1
0.7 0.6 -0.1
-0.2 0.3 1.6
0.5 -2.9 1.3
-0.6 0.5 -0.3
0.1 -0.9 0.7
-0.2 -0.1 0.0
0.1 0.2 -0.1
-0.5 -0.6 0.8
-0.2 -0.9 0.0
0.3 -0.3 -0.4
-0.8 0.0 -0.5
0.6 1.6 -1.5
0.1 -0.9 0.7
0.2 -0.4 1.2
0.7 -0.8 0.1
0.3 -0.1 -0.6
-0.5 0.3 -0.2
0.2 0.3 -0.3
0.6 -0.4 -0.2
-0.7 0.4 0.1
-0.8 0.0 -0.5
-0.5 0.5 -0.1
0.7 0.2 1.0
-1.0 -0.7 0.2
-2.7 -2.0 -0.1
1.5 2.4 -0.8
-1.3 -0.3 -0.4
0.2 -1.8 1.0
0.0 -0.3 -0.8
0.5 -0.5 0.2
0.0 0.8 0.7
0.6 0.2 0.1
0.0 0.7 -0.1
0.1 0.2 0.0
0.0 -0.1 0.3
0.1 1.4 0.1
0.9 -0.6 -0.4
0.9 -1.7 -2.2
-1.6 0.2 0.5
1.3 2.0 1.8
-1.5 -2.5 -0.4
-0.6 2.2 0.4
0.6 -1.9 0.4
0.3 0.9 -2.6
0.6 0.1 -0.2
0.1 0.1 0.5
0.3 -0.1 0.0
-0.2 0.5 -0.5
-0.3 0.5 0.6
-0.4 -0.8 0.4
0.6 -0.1 0.4
-0.1 0.5 0.9
2.0 -1.2 -0.9
-0.8 -0.5 0.3
-1.4 3.0 -1.0
1.3 -1.6 2.1
-1.3 0.5 -0.8
1.1 0.1 0.9
-1.6 -1.0 0.0
0.2 -0.1 -0.3
-0.1 0.0 0.1
0.0 0.3 -0.4
0.1 -0.2 -0.2
-0.3 0.3 0.5
0.1 0.6 0.2
0.5 -0.1 -0.1
0.4 -0.1 -0.5
1.6 -0.3 -3.0
-0.3 1.2 0.9
0.1 2.4 1.3
0.1 -2.4 1.7
-1.0 -1.1 -1.9
0.6 0.8 0.6
-1.5 -0.1 -0.2
0.3 -0.2 0.4
-0.4 0.3 -0.3
0.3 -0.2 0.4
-0.1 0.2 0.0
0.1 0.2 -0.1
0.4 0.0 -0.4
-0.3 -0.2 0.3
0.2 -0.6 0.4
2.1 -0.6 -0.9
-2.0 1.4 0.3
-0.8 -1.1 -1.2
-1.5 1.2 0.2
1.6 0.3 1.0
0.0 -0.8 -1.0
1.0 -0.7 1.3
0.1 0.1 0.0
-0.2 -0.4 0.2
0.2 0.4 0.0
-0.3 0.0 0.2
0.0 0.2 -0.3
0.0 0.1 0.3
-0.1 0.2 -0.3
-0.1 -0.2 0.2
0.0 0.9 0.2
-2.4 0.2 1.9
-0.9 0.4 -1.4
1.9 -3.0 -0.6
0.5 1.5 1.4
0.8 0.2 -1.6
1.3 -0.4 -0.2
-0.2 0.6 0.3
0.1 -0.7 0.0
-0.1 0.2 0.3
-0.8 0.1 -0.2
0.2 -0.5 0.4
-0.3 -0.1 -0.3
0.4 0.1 -0.2
-0.4 0.4 0.0
0.8 0.1 0.3
-1.2 -0.9 -0.4
0.1 -0.5 0.3
1.6 0.7 -0.6
-1.3 1.2 -0.8
-0.1 -2.8 1.8
1.3 1.6 -0.1
-0.1 0.0 0.2
0.0 0.0 0.1
-0.3 -0.4 0.0
0.0 0.7 -0.3
-0.6 0.2 -0.6


5.
# C4H8O2

One molecule with the formula C4H8O2 (the ωB97M-V functional and the def2-TZVPD basis, the Open Molecules 2025 dataset).

Computed properties:
gap between HOMO and LUMO: 8.6 eV
LUMO energy: -0.01 eV
net charge: 0
energy: -8367.9900 eV

Geometry (Å):
C: 0.99400 -1.65085 0.48829
C: 0.51108 1.05375 -0.04502
C: -0.76840 1.58871 0.44964
O: -2.00236 1.21851 -0.13909
C: 0.29432 0.01477 -1.10499
O: -0.09174 -1.02487 -0.19200
H: 0.61651 -2.60698 0.86122
H: 1.35459 -1.04121 1.32320
H: 1.82685 -1.82964 -0.20496
H: -0.66604 2.68023 0.34062
H: -0.77667 1.42687 1.54273
H: -2.08382 0.26118 -0.02367
H: 1.19184 -0.27412 -1.66529
H: -0.54958 0.16642 -1.78803

Forces on the atoms, in the same order (eV/Å):
0.2 -0.2 0.1
-0.4 0.1 -0.1
0.3 0.1 0.0
-0.1 -0.3 0.1
0.1 0.1 -0.1
0.0 0.0 0.1
0.1 0.2 -0.1
-0.1 -0.1 -0.1
-0.2 0.0 0.1
0.0 -0.1 0.0
0.0 0.1 -0.1
-0.1 0.2 0.0
-0.1 0.1 0.1
0.1 0.0 0.1


Q: Which energy above the lowest of the compared OMol25 structures with the same formula, charge and spin values were calculated for the entries above? A: 3.382, 0.776, 4.562, 2.264, 5.292, in eV.
Q: Which molar mass values were calculated for the entries above? A: 105.57, 84.12, 128.09, 1122.14, 88.11, in g/mol.